(i)
Molecular formula: C4H7F2N
Method: DFT, ωB97M-V/def2-TZVPD

Last column: Mulliken charge in e.
Geometry (Å):
C (0.654, -0.580, -2.041)  -0.7758
C (0.801, -0.277, -0.764)  -0.1942
C (-0.240, -0.449, 0.281)  0.0351
C (-0.807, 1.279, 0.573)  0.3150
N (0.259, -1.015, 1.468)  -0.6297
F (-0.931, 1.430, 1.910)  -0.2905
F (-2.033, 1.409, 0.028)  -0.2750
H (1.439, -0.405, -2.754)  0.2644
H (-0.253, -1.017, -2.423)  0.2491
H (1.727, 0.161, -0.411)  0.2436
H (-1.136, -0.961, -0.062)  0.3300
H (-0.135, 2.038, 0.167)  0.2339
H (1.083, -0.540, 1.818)  0.2217
H (-0.428, -1.072, 2.210)  0.2723

HOMO energy in eV: -8.99
HOMO-LUMO gap in eV: 10.09
SMILES string: C=C[C@@H](N)C(F)F
Charge: 0
Lowest unoccupied orbital energy in hartree: 0.0405
Molar mass in g mol⁻¹: 107.1



(ii)
Molecular formula: C4H7F2N
Method: DFT, ωB97M-V/def2-TZVPD

Last column: Mulliken charge in e.
Geometry (Å):
C (-1.519, -0.807, 2.335)  -0.2428
C (0.257, 0.291, -2.129)  -1.0960
C (0.870, -0.098, -0.814)  -0.2669
C (0.583, 0.692, 0.493)  0.4544
N (-1.311, -0.582, 1.145)  -0.4672
F (0.291, 1.966, 0.315)  -0.2632
F (1.327, 0.522, 1.559)  -0.2300
H (-2.113, -1.650, 2.692)  0.2777
H (-1.207, -0.148, 3.180)  0.2118
H (0.193, -0.632, -2.828)  0.2824
H (0.857, 0.946, -2.741)  0.3154
H (-0.727, 0.628, -2.032)  0.3763
H (0.563, -1.057, -0.446)  0.2497
H (1.937, -0.070, -0.729)  0.3983

HOMO energy (spin up / spin down) in eV: -8.71 / -7.67
HOMO-LUMO gap (spin up / spin down) in eV: 9.61 / 7.90
Charge: 0
Lowest unoccupied orbital energy (spin up / spin down) in hartree: 0.0332 / 0.0085
Molar mass in g mol⁻¹: 107.1



Referenced to the most stable arrangement, the calculated values in kJ/mol are (i) 0.0; (ii) 262.1.



(i)
Molecular formula: C3H6N2O2S
Method: DFT, ωB97M-V/def2-TZVPD

Last column: Mulliken charge in e.
Geometry (Å):
C (0.449, 0.589, 0.323)  0.6280
C (1.849, 0.665, -0.337)  -0.3873
C (-1.225, -1.224, -0.751)  0.0254
H (-2.021, 1.972, 1.807)  0.2776
H (-2.047, 0.415, 1.081)  0.2655
H (2.636, 0.578, 0.384)  0.3091
H (1.980, 1.767, -0.581)  0.2969
H (1.368, -0.095, -2.157)  0.3486
H (-2.424, -1.833, -0.817)  0.3068
N (-1.411, 1.170, 1.679)  -0.5956
N (-0.289, 1.415, 0.897)  -0.3395
O (2.148, -0.049, -1.447)  -0.5138
O (-1.052, -0.438, -1.738)  -0.4600
S (-0.175, -1.074, 0.770)  -0.1616

HOMO energy in eV: -9.63
HOMO-LUMO gap in eV: 9.68
Charge: 0
Lowest unoccupied orbital energy in hartree: 0.0017
Molar mass in g mol⁻¹: 134.2



(ii)
Molecular formula: C3H6N2O2S
Method: DFT, ωB97M-V/def2-TZVPD

Last column: Mulliken charge in e.
Geometry (Å):
C (1.262, -0.933, -0.146)  -0.7706
C (-0.109, 1.016, 0.774)  0.6179
C (-2.366, -0.552, -1.035)  -0.3131
H (1.269, -0.625, -1.353)  0.2280
H (0.558, -1.742, 0.113)  0.3036
H (2.389, -1.109, 0.108)  0.3267
H (1.952, 1.757, 1.207)  0.2965
H (-2.444, -1.201, -1.941)  0.2664
H (-3.149, -0.627, -0.160)  0.2587
N (1.003, 0.367, 0.574)  0.1926
N (-1.266, -0.033, -0.747)  -0.3761
O (2.260, 0.882, 0.750)  -0.4282
O (-1.161, 0.230, 0.576)  -0.1031
S (-0.198, 2.569, 1.278)  -0.4992

HOMO energy in eV: -8.62
HOMO-LUMO gap in eV: 9.26
SMILES string: C=NOC(=S)N(C)O
Charge: 0
Lowest unoccupied orbital energy in hartree: 0.0235
Molar mass in g mol⁻¹: 134.2



(iii)
Molecular formula: C3H6N2O2S
Method: DFT, ωB97M-V/def2-TZVPD

Last column: Mulliken charge in e.
Geometry (Å):
C (2.408, 0.522, -0.391)  -0.8606
C (-0.188, -0.108, 0.102)  0.5858
C (-2.324, 0.490, -1.009)  0.0786
H (2.657, -0.501, -0.474)  0.2958
H (2.530, 0.923, 0.627)  0.2799
H (3.143, 1.067, -1.022)  0.3303
H (-2.080, -0.672, 0.633)  0.2644
H (-1.749, 1.139, -1.738)  0.2530
H (0.010, -1.827, 2.530)  0.3480
N (-1.559, -0.124, -0.049)  -0.1422
N (0.429, -0.747, 1.059)  -0.3446
O (-3.531, 0.423, -1.055)  -0.5363
O (-0.511, -1.420, 1.837)  -0.4684
S (0.764, 0.837, -1.051)  -0.0837

HOMO energy in eV: -8.88
HOMO-LUMO gap in eV: 9.52
SMILES string: CS/C(=N/O)NC=O
Charge: 0
Lowest unoccupied orbital energy in hartree: 0.0236
Molar mass in g mol⁻¹: 134.2



Referenced to the most stable arrangement, the calculated values in kJ/mol are (i) 274.7; (ii) 361.3; (iii) 0.0.



(i)
Molecular formula: C5H6N2O2S
Method: DFT, ωB97M-V/def2-TZVPD

Last column: Mulliken charge in e.
Geometry (Å):
C (-1.995, -1.626, 0.741)  -0.0465
C (-0.040, -0.017, 0.495)  1.0480
C (1.659, 1.667, -0.787)  -0.1365
C (-1.425, -0.328, 0.690)  -0.4464
C (0.738, -1.293, 0.036)  -1.2677
N (-2.494, -2.655, 0.858)  -0.4331
N (0.455, 1.085, 1.064)  -0.6926
O (-1.584, 1.866, -0.872)  -0.5433
O (1.173, 1.867, 0.327)  0.0175
S (-1.248, 0.465, -1.053)  0.4137
H (1.617, 0.764, -1.425)  0.2239
H (2.177, 2.600, -1.028)  0.2966
H (-2.041, 0.364, 1.218)  0.4963
H (1.796, -1.136, 0.334)  0.3524
H (0.798, -1.356, -1.107)  0.2921
H (0.413, -2.266, 0.512)  0.4256

HOMO energy (spin up / spin down) in eV: -8.59 / -8.59
HOMO-LUMO gap (spin up / spin down) in eV: 7.94 / 7.93
Charge: 0
Lowest unoccupied orbital energy (spin up / spin down) in hartree: -0.0240 / -0.0242
Molar mass in g mol⁻¹: 158.2



(ii)
Molecular formula: C5H6N2O2S
Method: DFT, ωB97M-V/def2-TZVPD

Last column: Mulliken charge in e.
Geometry (Å):
C (0.694, -1.500, 1.694)  -1.0366
C (-0.156, -1.157, 0.495)  0.4374
C (-1.044, 0.060, -1.273)  0.4457
C (-0.134, 0.099, -0.214)  -0.1777
C (0.670, 1.279, 0.030)  0.9448
H (1.747, -1.401, 1.479)  0.2821
H (0.455, -2.519, 1.992)  0.3447
H (0.506, -0.792, 2.522)  0.2652
H (-1.976, 0.952, -2.897)  0.1594
H (-0.773, 1.922, -2.008)  0.2210
H (1.973, 2.049, 1.120)  0.3484
N (-0.971, -2.066, 0.053)  -0.6747
N (-1.296, 1.051, -2.150)  -0.3675
O (1.508, 1.194, 1.078)  -0.4230
O (0.609, 2.313, -0.639)  -0.7312
S (-1.812, -1.482, -1.281)  -0.0379

HOMO energy in eV: -8.76
HOMO-LUMO gap in eV: 9.38
SMILES string: Cc1nsc(N)c1C(=O)O
Charge: 0
Lowest unoccupied orbital energy in hartree: 0.0227
Molar mass in g mol⁻¹: 158.2



(iii)
Molecular formula: C5H6N2O2S
Method: DFT, ωB97M-V/def2-TZVPD

Last column: Mulliken charge in e.
Geometry (Å):
C (-1.629, 1.640, -0.245)  -0.1479
C (-0.504, -0.026, 0.396)  0.0069
C (0.439, 0.848, -0.040)  0.6428
C (-0.153, -2.016, 1.206)  -0.3716
C (1.954, 0.919, -0.160)  -1.3636
N (-1.749, 0.428, 0.173)  -0.4846
N (-0.311, 1.990, -0.393)  -0.1008
O (-0.737, -4.439, -0.086)  -0.4826
O (-0.335, -2.332, -1.409)  -0.4217
S (-0.646, -2.996, -0.169)  0.9178
H (-2.512, 2.363, -0.453)  0.3235
H (-0.985, -2.157, 1.925)  0.2869
H (2.509, -0.054, -0.259)  0.2825
H (2.208, 1.660, -0.797)  0.4192
H (2.314, 1.297, 0.823)  0.3052
H (0.137, 2.875, -0.511)  0.1881

HOMO energy in eV: -8.95
HOMO-LUMO gap in eV: 7.82
Charge: 0
Lowest unoccupied orbital energy in hartree: -0.0417
Molar mass in g mol⁻¹: 158.2



Referenced to the most stable arrangement, the calculated values in kJ/mol are (i) 773.2; (ii) 0.0; (iii) 666.4.